# C34H53BrN2P2V

A structure of composition C34H53BrN2P2V (ωB97M-V/def2-TZVPD, the OMol25 dataset).

ORCA input file:
```
! RIJCOSX wB97M-V def2-TZVPD def2/J DEFGRID3
* xyz 2 4
N 4.19 -6.71 -4.06
C 4.95 -6.23 -3.09
C 4.73 -4.98 -2.49
C 3.62 -4.19 -2.91
C 2.83 -4.74 -3.97
C 3.16 -5.98 -4.50
C 3.20 -3.01 -2.19
V 1.48 -0.54 -1.07
P -4.72 0.97 2.24
C 1.90 -2.50 -2.29
C 1.09 -2.54 -1.07
C -0.24 -2.02 -1.11
C -0.92 -1.73 0.10
C -0.27 -1.96 1.32
C 1.13 -2.13 1.32
C 1.83 -2.40 0.15
Br -1.15 -2.03 3.00
H 3.91 -2.63 -1.44
H 1.39 -2.66 -3.23
H 5.36 -4.65 -1.66
H 1.94 -4.24 -4.36
H 5.79 -6.83 -2.75
H 2.58 -6.41 -5.31
H -0.77 -2.18 -2.06
H 2.84 -2.78 0.19
H -1.96 -1.41 0.07
H 1.66 -2.16 2.27
P -0.24 1.02 -2.04
C -4.14 -0.25 3.47
C -5.25 -0.93 4.27
H -3.46 0.29 4.16
H -3.55 -0.98 2.91
H -4.82 -1.62 5.00
H -5.86 -0.21 4.84
H -5.93 -1.51 3.63
C -4.73 0.07 0.65
C -6.10 0.28 0.01
H -4.53 -1.00 0.85
H -3.93 0.47 0.01
H -6.24 -0.38 -0.86
H -6.92 0.06 0.72
H -6.22 1.31 -0.33
C -3.31 2.12 2.10
C -3.53 3.36 2.97
H -3.24 2.39 1.03
H -2.40 1.56 2.39
H -2.97 4.21 2.56
H -4.59 3.65 3.02
H -3.18 3.21 3.99
C -0.28 2.86 -1.95
C -0.07 3.63 -3.25
H 0.46 3.13 -1.18
H -1.27 3.10 -1.52
H 0.99 3.66 -3.52
H -0.64 3.22 -4.08
H -0.40 4.67 -3.11
C -2.03 0.68 -2.21
C -2.47 -0.38 -3.22
H -2.53 1.64 -2.45
H -2.36 0.40 -1.20
H -2.03 -0.23 -4.21
H -2.23 -1.39 -2.88
H -3.55 -0.34 -3.35
C 0.57 0.62 -3.65
C 2.10 0.67 -3.63
H 0.20 1.38 -4.36
H 0.21 -0.36 -3.99
H 2.46 0.31 -4.60
H 2.47 1.70 -3.55
H 2.57 0.06 -2.84
C 1.01 2.75 3.52
N 1.76 1.52 3.89
C 1.14 0.88 5.09
C 1.95 0.52 2.74
C 2.73 1.16 1.64
C 3.84 1.93 2.05
C 4.39 2.88 1.17
C 3.80 3.05 -0.08
C 2.80 2.17 -0.52
C 2.36 1.11 0.29
H 0.06 2.47 3.06
H 1.61 3.36 2.84
H 0.82 3.30 4.44
H 2.71 1.81 4.16
H 0.15 0.49 4.80
H 1.79 0.06 5.41
H 1.05 1.64 5.87
H 2.46 -0.33 3.19
H 0.95 0.19 2.45
H 4.28 1.82 3.04
H 5.24 3.49 1.49
H 4.12 3.88 -0.72
H 2.36 2.34 -1.51
*
```

Output
**Gap between HOMO and LUMO (spin up / spin down)**: 4.89 / 4.82 eV
**Highest occupied orbital energy (spin up / spin down)**: -11.91 / -11.91 eV

---

# C7H6

An isolated molecule of C7H6 (ωB97M-V/def2-TZVPD, the OMol25 dataset).

ORCA input file:
```
! RIJCOSX wB97M-V def2-TZVPD def2/J DEFGRID3
* xyz 0 1
C -0.08 1.83 0.33
C 0.70 1.14 1.25
C 1.27 0.08 1.38
C -0.20 0.94 -0.73
C -1.27 -0.09 -0.89
C 0.91 -1.10 0.62
C 0.32 -0.49 -0.67
H -0.70 2.66 0.59
H -1.74 -0.18 0.09
H -1.80 -0.53 -1.80
H 1.61 -1.90 0.23
H 0.16 -1.55 1.19
H 0.82 -0.81 -1.60
*
```

Output
**Energy relative to the best compared isomer or geometry (same formula, charge and spin)**: 4.4132 eV
**Gap between HOMO and LUMO (spin up / spin down)**: 8.13 / 8.13 eV
**Highest occupied orbital energy (spin up / spin down)**: -8.22 / -8.22 eV

---

# C31H32N7O4PtS2Si

A structure of composition C31H32N7O4PtS2Si (ωB97M-V/def2-TZVPD, the OMol25 dataset).

ORCA input file:
```
! RIJCOSX wB97M-V def2-TZVPD def2/J DEFGRID3
* xyz 1 1
Pt -0.17 -0.06 -0.21
C 3.70 1.67 -0.47
C 2.27 1.28 -0.58
N 1.85 0.11 -0.28
O 2.68 -0.77 0.36
C 1.28 2.19 -1.11
C 1.59 3.54 -1.65
N 0.03 1.74 -1.07
O -0.95 2.38 -1.44
H 4.33 0.79 -0.50
H 3.85 2.17 0.49
H 3.97 2.36 -1.27
H 2.85 -0.35 1.22
H 2.22 4.09 -0.96
H 0.67 4.09 -1.81
H 2.12 3.47 -2.61
N -2.22 5.22 5.35
C -1.44 4.25 4.81
C -1.16 3.07 5.52
C -0.37 2.09 4.97
C 0.17 2.26 3.70
C -0.10 3.42 2.98
C -0.89 4.40 3.52
S 1.15 1.00 3.01
O 1.63 0.14 4.04
O 2.13 1.62 2.13
N 0.20 0.15 1.99
C -0.59 -0.85 2.39
N -0.86 -1.69 1.35
C -1.78 -2.63 1.55
C -2.35 -2.83 2.79
C -1.95 -1.97 3.80
N -1.10 -0.97 3.61
H -2.59 5.13 6.28
H -2.39 6.08 4.86
H -1.57 2.95 6.52
H -0.15 1.18 5.52
H 0.33 3.55 1.99
H -1.09 5.31 2.96
H -2.04 -3.25 0.71
H -3.06 -3.62 2.96
H -2.36 -2.06 4.80
C -2.27 -5.08 -2.85
C -1.56 -4.82 -1.69
C -0.94 -3.59 -1.51
C -1.02 -2.60 -2.49
C -1.72 -2.89 -3.67
C -2.35 -4.12 -3.85
Si -0.07 -0.99 -2.40
C 1.69 -1.31 -2.91
C 2.42 -0.30 -3.54
C 3.72 -0.51 -3.95
C 4.32 -1.74 -3.75
C 3.61 -2.77 -3.14
C 2.30 -2.55 -2.73
H -2.75 -6.04 -2.99
H -1.48 -5.58 -0.92
H -0.37 -3.40 -0.61
H -1.76 -2.15 -4.47
H -2.88 -4.33 -4.77
H -0.66 -0.06 -3.38
H 1.96 0.67 -3.70
H 4.27 0.29 -4.44
H 5.34 -1.91 -4.08
H 4.08 -3.73 -2.99
H 1.76 -3.36 -2.25
S -2.52 0.21 0.11
C -3.40 0.34 -1.36
N -3.25 -0.54 -2.37
C -3.97 -0.50 -3.52
C -4.92 0.45 -3.69
C -5.14 1.37 -2.65
C -4.40 1.32 -1.50
H -2.58 -1.29 -2.25
H -3.73 -1.26 -4.24
H -5.49 0.49 -4.61
H -5.90 2.14 -2.77
H -4.53 2.03 -0.70
*
```

Output
**Energy relative to the best compared isomer or geometry (same formula, charge and spin)**: 1.2015 eV
**Gap between HOMO and LUMO**: 6.45 eV
**Highest occupied orbital energy**: -9.95 eV

---

# C3H10OS

A cluster of 2 separate species, C3H10OS in total (ωB97M-V/def2-TZVPD, the OMol25 dataset).

ORCA input file:
```
! RIJCOSX wB97M-V def2-TZVPD def2/J DEFGRID3
* xyz 0 1
C 1.98 -1.18 2.78
O 1.79 -2.58 2.79
H 1.74 -0.81 3.77
H 1.37 -0.65 2.02
H 2.99 -0.90 2.50
H 1.98 -2.93 1.92
C -2.16 1.98 -1.25
S -0.41 1.86 -1.79
C -0.44 0.10 -2.26
H -2.61 1.43 -2.07
H -2.38 1.51 -0.29
H -2.52 3.01 -1.25
H 0.22 -0.15 -3.09
H -1.45 -0.26 -2.42
H -0.09 -0.42 -1.37
*
```

Output
**Energy relative to the best compared isomer or geometry (same formula, charge and spin)**: 0.9486 eV
**Gap between HOMO and LUMO**: 9.25 eV
**Highest occupied orbital energy**: -8.55 eV

---

# C13H25BrCl3N5O2SiTa

A structure of composition C13H25BrCl3N5O2SiTa (ωB97M-V/def2-TZVPD, the OMol25 dataset).

ORCA input file:
```
! RIJCOSX wB97M-V def2-TZVPD def2/J DEFGRID3
* xyz 3 1
Ta -0.18 0.29 -0.15
N 0.47 -1.88 0.08
C -0.58 -2.73 0.73
C -0.96 -2.07 2.04
N -0.98 -0.55 1.96
C -2.35 -0.04 2.27
C -3.15 0.06 1.00
N -2.37 0.98 0.11
C -0.07 -0.05 3.05
C 1.36 -0.35 2.68
N 1.60 0.29 1.36
H 0.62 -2.27 -0.85
H 1.35 -2.03 0.57
H -0.20 -3.74 0.88
H -1.43 -2.79 0.06
H -0.26 -2.36 2.82
H -1.94 -2.42 2.38
H -2.25 0.96 2.70
H -2.83 -0.67 3.03
H -4.14 0.45 1.17
H -3.24 -0.91 0.50
H -2.51 1.93 0.46
H -2.83 1.00 -0.81
H -0.35 -0.51 4.00
H -0.21 1.02 3.15
H 1.55 -1.42 2.61
H 2.07 0.04 3.42
H 2.45 -0.08 0.93
H 1.83 1.27 1.55
Br 5.29 1.14 -4.25
C 3.87 0.90 -3.10
C 3.71 1.71 -1.98
C 2.64 1.50 -1.15
N 1.70 0.54 -1.36
C 1.87 -0.23 -2.46
C 2.92 -0.10 -3.33
H 4.40 2.51 -1.76
H 2.50 2.15 -0.30
H 1.12 -0.99 -2.66
H 3.00 -0.76 -4.18
Cl -0.42 3.74 -0.95
Si -0.18 2.85 0.86
Cl -1.65 3.47 2.12
Cl 1.57 3.47 1.73
C -2.11 -0.61 -3.59
C -1.47 -0.32 -2.30
O -0.75 0.73 -2.10
O -1.56 -1.06 -1.26
H -1.66 -0.03 -4.39
H -3.17 -0.34 -3.51
H -2.08 -1.68 -3.80
*
```

Output
**Energy relative to the best compared isomer or geometry (same formula, charge and spin)**: 0.0119 eV
**Gap between HOMO and LUMO**: 6.79 eV
**Highest occupied orbital energy**: -18.17 eV

---

# C32H35F5N7SSiV

A structure of composition C32H35F5N7SSiV (ωB97M-V/def2-TZVPD, the OMol25 dataset).

ORCA input file:
```
! RIJCOSX wB97M-V def2-TZVPD def2/J DEFGRID3
* xyz 0 3
V -0.16 -0.13 0.09
C -1.31 0.24 3.32
N -0.04 -0.25 2.78
C 0.28 -1.55 3.34
C 1.02 0.72 3.03
C 0.89 1.93 2.10
N 0.05 1.61 0.95
C -0.35 2.72 0.20
C -1.71 2.89 -0.08
F -2.59 2.02 0.43
C -2.17 3.95 -0.84
F -3.49 4.04 -1.07
C -1.31 4.91 -1.33
C 0.03 4.78 -1.02
F 0.90 5.70 -1.46
C 0.50 3.72 -0.27
F 1.81 3.69 -0.01
H -1.24 0.38 4.41
H -2.10 -0.48 3.11
H -1.57 1.19 2.85
H 0.41 -1.51 4.43
H 1.20 -1.93 2.90
H -0.53 -2.24 3.11
H 1.97 0.21 2.88
H 1.01 1.06 4.07
H 1.90 2.24 1.80
H 0.46 2.79 2.63
H -1.68 5.73 -1.93
S -2.03 -1.47 0.55
C -1.10 -2.85 0.02
N -1.76 -3.99 -0.16
N -1.20 -5.09 -0.61
C -0.09 -5.41 -1.43
C 0.52 -4.54 -2.32
C 1.53 -5.01 -3.14
C 1.96 -6.33 -3.07
C 1.34 -7.20 -2.18
C 0.32 -6.74 -1.36
N 0.26 -2.89 -0.05
N 0.89 -1.81 0.21
C 2.31 -1.98 0.25
C 2.92 -3.18 -0.12
C 4.31 -3.26 -0.09
C 5.07 -2.17 0.32
C 4.45 -0.98 0.67
C 3.07 -0.89 0.63
H -1.82 -5.87 -0.49
H 0.22 -3.50 -2.39
H 2.01 -4.33 -3.83
H 2.76 -6.68 -3.70
H 1.65 -8.23 -2.11
H -0.16 -7.41 -0.66
H 2.33 -4.02 -0.44
H 4.79 -4.18 -0.38
H 6.15 -2.25 0.34
H 5.04 -0.13 0.97
H 2.59 0.05 0.86
C -3.05 0.81 -2.15
Si -1.57 -0.01 -2.94
C -1.11 1.04 -4.43
C -2.25 -1.69 -3.50
N -0.16 -0.13 -1.88
C 1.07 -0.25 -2.55
C 1.28 -1.06 -3.68
C 2.52 -1.15 -4.29
C 3.62 -0.47 -3.79
C 3.46 0.33 -2.68
C 2.21 0.42 -2.10
F 2.08 1.21 -1.02
H -3.92 0.48 -2.73
H -3.02 1.90 -2.22
H -3.23 0.54 -1.11
H -1.98 1.16 -5.08
H -0.29 0.65 -5.03
H -0.83 2.04 -4.08
H -2.97 -1.48 -4.30
H -2.82 -2.14 -2.68
H -1.56 -2.44 -3.88
H 0.45 -1.60 -4.09
H 2.63 -1.77 -5.17
H 4.59 -0.55 -4.27
H 4.27 0.90 -2.24
*
```

Output
**Energy relative to the best compared isomer or geometry (same formula, charge and spin)**: 0.9707 eV
**Gap between HOMO and LUMO (spin up / spin down)**: 6.23 / 6.06 eV
**Highest occupied orbital energy (spin up / spin down)**: -7.54 / -7.48 eV

---

# C2H3Cl3

An isolated molecule of C2H3Cl3 (ωB97M-V/def2-TZVPD, the OMol25 dataset).

ORCA input file:
```
! RIJCOSX wB97M-V def2-TZVPD def2/J DEFGRID3
* xyz 0 1
C -0.35 0.70 -0.12
C 0.49 -0.68 0.07
H -1.18 0.72 0.75
H 0.21 1.64 0.12
H 1.20 -0.77 -0.90
Cl -1.00 0.68 -1.68
Cl 1.47 -0.42 1.42
Cl -0.84 -1.86 0.34
*
```

Output
**Energy relative to the best compared isomer or geometry (same formula, charge and spin)**: 1.0223 eV
**Gap between HOMO and LUMO**: 11.53 eV
**Highest occupied orbital energy**: -10.67 eV

---

# C34H48N5O2SScSi2

A structure of composition C34H48N5O2SScSi2 (ωB97M-V/def2-TZVPD, the OMol25 dataset).

ORCA input file:
```
! RIJCOSX wB97M-V def2-TZVPD def2/J DEFGRID3
* xyz -2 1
Sc -0.09 0.46 0.47
C -1.26 1.43 4.64
C -0.29 1.55 3.48
O -0.27 0.57 2.67
C 0.53 2.66 3.40
C 1.49 2.84 2.37
C 2.59 3.86 2.57
N 1.46 2.10 1.30
N 2.54 2.28 0.44
C 2.60 1.32 -0.44
O 1.81 0.31 -0.51
C 3.73 1.41 -1.41
C 4.37 2.62 -1.67
C 5.41 2.68 -2.58
C 5.84 1.54 -3.24
C 5.20 0.33 -2.99
C 4.15 0.27 -2.09
H -1.06 0.51 5.20
H -1.18 2.29 5.31
H -2.27 1.37 4.24
H 0.48 3.40 4.18
H 2.45 4.38 3.51
H 3.56 3.36 2.55
H 2.58 4.58 1.74
H 4.03 3.50 -1.14
H 5.90 3.63 -2.78
H 6.66 1.58 -3.95
H 5.52 -0.57 -3.50
H 3.63 -0.66 -1.89
N -1.53 -0.28 -3.75
C -2.00 -1.51 -3.34
C -2.61 -2.54 -4.02
C -2.97 -3.67 -3.28
C -2.74 -3.73 -1.91
C -2.14 -2.68 -1.22
C -1.76 -1.55 -1.94
N -1.13 -0.40 -1.53
C -0.98 0.36 -2.64
C -0.40 1.63 -2.70
C -0.24 2.45 -3.84
S 0.58 3.92 -3.39
C 0.62 3.34 -1.73
N 0.08 2.20 -1.54
H -1.42 0.04 -4.69
H -2.79 -2.49 -5.09
H -3.44 -4.51 -3.78
H -3.02 -4.62 -1.36
H -1.94 -2.73 -0.16
H -0.56 2.29 -4.85
H 1.08 3.94 -0.96
C 1.32 -2.49 -1.95
Si 1.34 -3.01 -0.11
C 3.21 -3.12 0.32
C 0.83 -4.84 -0.25
C 0.45 -1.95 1.11
Si -0.69 -2.66 2.38
C -2.38 -1.81 2.58
C 0.08 -2.62 4.13
C -1.20 -4.50 2.18
H 2.21 -2.85 -2.47
H 1.27 -1.41 -2.04
H 0.44 -2.91 -2.45
H 3.77 -3.69 -0.43
H 3.36 -3.61 1.29
H 3.64 -2.12 0.38
H 1.40 -5.34 -1.04
H -0.23 -4.92 -0.52
H 0.99 -5.40 0.68
H 1.23 -1.41 1.67
H -2.22 -0.75 2.80
H -2.97 -2.25 3.39
H -2.98 -1.87 1.66
H 0.38 -1.60 4.37
H 0.98 -3.25 4.18
H -0.61 -2.97 4.90
H -1.60 -4.69 1.18
H -1.98 -4.77 2.90
H -0.36 -5.17 2.33
C -4.55 2.11 0.45
C -3.12 2.67 0.31
C -2.94 3.14 -1.13
C -2.99 3.89 1.24
C -2.12 1.62 0.75
H -5.30 2.85 0.14
H -4.76 1.82 1.48
H -4.66 1.22 -0.17
H -3.75 3.81 -1.43
H -2.93 2.28 -1.81
H -1.99 3.67 -1.25
H -3.69 4.68 0.95
H -1.97 4.29 1.18
H -3.18 3.61 2.28
H -2.52 1.25 1.71
*
```

Output
**Energy relative to the best compared isomer or geometry (same formula, charge and spin)**: 0.0000 eV
**Gap between HOMO and LUMO (spin up / spin down)**: 5.35 / 3.75 eV
**Highest occupied orbital energy (spin up / spin down)**: -1.09 / 0.53 eV

---

Number 1: electronic energy -5636.85463 Ha. Number 2: electronic energy -270.07392 Ha. Number 3: electronic energy -3089.68603 Ha. Number 4: electronic energy -593.68226 Ha. Number 5: electronic energy -5235.02926 Ha. Number 6: electronic energy -3754.71215 Ha. Number 7: electronic energy -1458.54720 Ha. Number 8: electronic energy -3486.69443 Ha.